1.
{
  "formula": "H7N4P",
  "method": "wB97M-V/def2-TZVPD",
  "species": ["N", "N", "N", "N", "P", "H", "H", "H", "H", "H", "H", "H"],
  "coordinates": [[2.37824, -0.26250, -0.33852], [-1.32201, -1.33210, 0.36323], [-1.96613, 1.10522, 0.20650], [1.39853, 0.61632, 0.03299], [-1.19850, -0.06455, -0.73790], [2.61104, -0.32409, -1.33000], [2.21308, -1.17357, 0.07315], [-1.16615, -1.09658, 1.33457], [-0.81435, -2.16462, 0.10151], [-2.08720, 1.98579, -0.27304], [-1.53198, 1.25805, 1.10884], [1.48543, 1.45264, -0.54132]],
  "nbo_charge": [-0.62, -1.16, -1.16, -0.53, 0.93, 0.34, 0.35, 0.38, 0.39, 0.39, 0.38, 0.31],
  "total_charge": 0,
  "gap_ev": [6.89, 8.54],
  "lumo_energy_ev": [0.93, 1.03],
  "e_homo_ev": [-5.97, -7.51],
  "multiplicity": 1,
  "molar_mass_g_mol": 94.1
}

2.
{
  "formula": "C14H21NPSr",
  "method": "wB97M-V/def2-TZVPD",
  "species": ["C", "C", "C", "C", "C", "Sr", "P", "H", "H", "H", "H", "H", "H", "H", "H", "C", "N", "C", "C", "C", "C", "C", "C", "C", "C", "H", "H", "H", "H", "H", "H", "H", "H", "H", "H", "H", "H", "H"],
  "coordinates": [[1.37733, -0.16298, -3.61292], [0.26382, 0.16003, -4.46008], [-0.65491, -0.91726, -4.46349], [-0.12817, -1.91697, -3.61554], [1.11675, -1.48173, -3.08955], [-0.89525, -0.00168, -2.11369], [-0.15321, 2.79282, -1.66133], [2.28933, 0.46494, -3.62865], [0.13481, 1.12389, -4.96921], [-1.59618, -0.97541, -4.99711], [1.73790, -2.18458, -2.50882], [-0.58868, -2.89957, -3.43068], [-1.05351, 3.54609, -0.81838], [-0.03648, 3.71924, -2.72463], [1.06932, 3.05800, -0.97156], [-0.83215, -1.06698, 3.55874], [-1.53436, -0.56195, 2.35390], [-2.97642, -0.83726, 2.34111], [-1.07088, 0.89336, 2.04351], [0.30413, 0.74542, 1.51275], [1.43670, 1.10602, 2.25070], [2.65760, 0.52816, 1.90389], [2.72862, -0.35215, 0.84246], [1.62220, -0.60403, -0.01244], [0.48551, 0.08054, 0.31393], [-0.97186, -0.33366, 4.34533], [0.24677, -1.20826, 3.36774], [-1.28279, -2.00508, 3.85365], [-1.14914, -1.12248, 1.56984], [-3.46189, -0.09414, 2.97098], [-3.32821, -0.78465, 1.30638], [-3.10303, -1.84208, 2.76355], [-1.82035, 1.33628, 1.36373], [-1.08478, 1.40746, 3.02753], [1.35961, 1.80202, 3.12037], [3.53317, 0.74373, 2.50625], [3.66025, -0.87948, 0.60572], [1.69840, -1.27562, -0.84396]],
  "nbo_charge": [-0.43, -0.41, -0.45, -0.43, -0.41, 0.51, -0.11, 0.22, 0.22, 0.23, 0.22, 0.23, 0.03, 0.00, 0.01, -0.48, -0.41, -0.61, -0.26, -0.19, -0.22, -0.28, -0.21, -0.32, -0.45, 0.20, 0.24, 0.21, 0.47, 0.20, 0.25, 0.20, 0.25, 0.20, 0.19, 0.20, 0.19, 0.20],
  "total_charge": -1,
  "gap_ev": 2.58,
  "lumo_energy_ev": 2.70,
  "e_homo_ev": 0.12,
  "multiplicity": 1,
  "molar_mass_g_mol": 321.9
}

3.
{
  "formula": "C56H46N3OP2PbSSi",
  "method": "wB97M-V/def2-TZVPD",
  "species": ["Pb", "C", "Si", "C", "C", "C", "C", "C", "C", "P", "C", "C", "C", "C", "C", "C", "C", "C", "C", "C", "C", "C", "C", "C", "C", "C", "C", "C", "P", "C", "C", "C", "C", "C", "C", "C", "C", "C", "C", "C", "C", "H", "H", "H", "H", "H", "H", "H", "H", "H", "H", "H", "H", "H", "H", "H", "H", "H", "H", "H", "H", "H", "H", "H", "H", "H", "H", "H", "H", "H", "H", "H", "C", "C", "C", "C", "C", "C", "C", "C", "C", "S", "C", "N", "H", "H", "H", "H", "H", "H", "H", "H", "O", "C", "C", "C", "C", "C", "C", "C", "N", "C", "C", "N", "H", "H", "H", "H", "H", "H", "H"],
  "coordinates": [[0.50825, -1.20050, 0.51751], [-3.24282, 1.13718, -2.70201], [-1.50422, 0.93176, -2.05302], [-0.32718, 1.31954, -3.48634], [-0.86745, 2.11789, -4.50512], [-0.20037, 2.33145, -5.70016], [1.05273, 1.77117, -5.89900], [1.63560, 1.02673, -4.88654], [0.95751, 0.77950, -3.69004], [1.77894, -0.20299, -2.37341], [2.20317, -1.80949, -3.14217], [2.71241, -2.77392, -2.26561], [3.09348, -4.02708, -2.72342], [2.95930, -4.33930, -4.06796], [2.41408, -3.40613, -4.93893], [2.02449, -2.15496, -4.47925], [3.40723, 0.66587, -2.30390], [4.57107, -0.00407, -1.93518], [5.76453, 0.68782, -1.77050], [5.80912, 2.06066, -1.95202], [4.65396, 2.74093, -2.31454], [3.46307, 2.05018, -2.48599], [-1.41911, 2.17504, -0.62966], [-1.45534, 3.46328, -1.18026], [-1.84967, 4.57324, -0.45144], [-2.33887, 4.39870, 0.83306], [-2.28359, 3.14225, 1.41509], [-1.73520, 2.04652, 0.74161], [-1.39143, 0.55187, 1.75604], [-3.07977, 0.16839, 2.35633], [-4.07762, -0.00338, 1.39600], [-5.38035, -0.28014, 1.77523], [-5.70172, -0.39804, 3.12236], [-4.71526, -0.23439, 4.08305], [-3.40687, 0.04834, 3.70473], [-0.58371, 1.10055, 3.31795], [-0.01754, -0.02489, 4.13826], [0.28481, 0.27979, 5.61378], [0.06257, 1.69424, 6.02458], [-0.11240, 2.66536, 5.13416], [-0.43854, 2.36022, 3.74026], [-3.52597, 2.19022, -2.76749], [-3.37553, 0.68776, -3.68937], [-3.94575, 0.64988, -2.01964], [-1.83890, 2.57956, -4.36493], [-0.66158, 2.92584, -6.47892], [1.57837, 1.91673, -6.83470], [2.64061, 0.64324, -5.01515], [2.81515, -2.54042, -1.21040], [3.48714, -4.75850, -2.02902], [3.26539, -5.31062, -4.43471], [2.29188, -3.65124, -5.98673], [1.57567, -1.45863, -5.17533], [4.56519, -1.07637, -1.79162], [6.66272, 0.14854, -1.49728], [6.73845, 2.59988, -1.81827], [4.67541, 3.81454, -2.45461], [2.57201, 2.59892, -2.76516], [-1.17070, 3.60151, -2.22004], [-1.82098, 5.55819, -0.89993], [-2.74535, 5.23352, 1.38962], [-2.68816, 3.00128, 2.40997], [-3.83091, 0.10409, 0.34421], [-6.14892, -0.39134, 1.02026], [-6.72133, -0.60661, 3.42141], [-4.96209, -0.30788, 5.13479], [-2.65632, 0.20168, 4.46956], [-0.58519, -0.94754, 4.00758], [-0.22313, -0.41066, 6.28609], [0.16209, 1.91739, 7.08130], [-0.15358, 3.70084, 5.44932], [-0.68205, 3.19491, 3.09952], [2.00783, 1.98680, 0.51776], [2.26800, 1.34484, 1.85267], [3.02822, 2.02900, 2.76011], [3.06524, 1.57206, 4.10877], [2.37284, 0.47401, 4.45319], [1.89016, 0.05880, 5.79371], [2.20107, -1.37258, 5.98448], [2.05392, -2.24038, 4.96365], [1.65259, -1.77738, 3.67232], [1.17446, -2.90042, 2.53279], [1.59349, -0.29449, 3.44939], [1.69473, 0.13626, 2.09831], [1.27841, 2.79257, 0.64697], [1.59763, 1.28797, -0.21244], [2.91984, 2.42123, 0.11090], [3.50051, 2.95935, 2.47685], [3.60019, 2.13777, 4.86460], [2.25873, 0.67617, 6.60969], [2.51182, -1.73369, 6.95955], [2.23869, -3.29867, 5.09223], [-1.43037, -0.66802, -1.55473], [-1.64934, -1.79063, -2.31203], [-1.44796, -1.78271, -3.68864], [-1.62047, -2.93294, -4.43979], [-2.01772, -4.11153, -3.82989], [-2.26298, -4.11320, -2.46910], [-2.09325, -2.96638, -1.69146], [-2.40338, -3.05796, -0.25643], [-1.74618, -2.51852, 0.74814], [-2.36522, -2.94741, 1.90370], [-3.41619, -3.74665, 1.58976], [-3.42958, -3.80752, 0.21639], [-1.14959, -0.86554, -4.17865], [-1.44235, -2.90546, -5.50724], [-2.14056, -5.01749, -4.40807], [-2.57520, -5.03171, -1.98669], [-2.00346, -2.65856, 2.87685], [-4.12751, -4.27641, 2.19914], [-4.10797, -4.29848, -0.34063]],
  "mulliken_charge": [1.66, -1.62, 0.80, 0.11, -0.03, -0.96, -1.03, -0.09, -0.42, 0.84, 1.39, -0.88, -0.90, -0.72, -0.69, -0.63, 0.88, -0.97, -0.65, -0.69, -0.58, -0.44, 1.12, -0.89, -1.11, -0.93, -0.96, -0.15, 1.91, 0.90, -0.55, -0.61, -0.77, -0.72, -0.64, -0.77, -0.57, 0.24, -1.42, -0.93, -0.01, 0.51, 0.47, 0.35, 0.38, 0.45, 0.44, 0.66, 0.51, 0.48, 0.39, 0.46, 0.45, 0.39, 0.45, 0.40, 0.43, 0.29, 0.29, 0.45, 0.42, 0.78, 0.22, 0.48, 0.40, 0.47, 0.34, 0.50, 0.59, 0.47, 0.51, 0.67, -0.53, 0.84, -1.28, -1.14, -0.69, 0.11, -1.12, -0.65, 0.86, -0.43, 0.56, -0.27, 0.11, -0.73, 0.73, 0.49, 0.44, 0.91, 0.45, 0.55, 0.54, 0.84, -0.35, -0.93, -1.25, -0.79, -0.04, 0.00, 0.77, -0.34, -1.18, 0.03, 0.42, 0.50, 0.41, 0.58, 0.26, 0.44, 0.25],
  "total_charge": 1,
  "gap_ev": [5.36, 5.66],
  "lumo_energy_ev": [-3.25, -2.95],
  "e_homo_ev": [-8.61, -8.61],
  "multiplicity": 1,
  "molar_mass_g_mol": 1106.3
}

4.
{
  "formula": "C5H8O",
  "method": "wB97M-V/def2-TZVPD",
  "species": ["C", "C", "C", "O", "C", "C", "H", "H", "H", "H", "H", "H", "H", "H"],
  "coordinates": [[1.39373, 0.36131, 0.61994], [0.02528, 0.07354, -0.01246], [-0.41234, 1.34648, -0.67835], [-0.75127, 2.31426, -0.04192], [-0.39506, -1.19713, -0.68872], [-1.10711, -0.75451, 0.55907], [2.11206, -0.45158, 0.49535], [1.85052, 1.24086, 0.14488], [1.30582, 0.61245, 1.68068], [-0.31015, 1.38437, -1.79052], [-0.90987, -1.09123, -1.64264], [0.23885, -2.07633, -0.60977], [-0.97670, -1.35805, 1.45546], [-2.11451, -0.34904, 0.46717]],
  "nbo_charge": [-0.60, -0.18, 0.45, -0.51, -0.41, -0.40, 0.22, 0.22, 0.23, 0.11, 0.21, 0.22, 0.22, 0.22],
  "total_charge": 0,
  "gap_ev": 10.78,
  "smiles": "CC1(C=O)CC1",
  "lumo_energy_ev": 1.00,
  "e_homo_ev": -9.78,
  "multiplicity": 1,
  "molar_mass_g_mol": 84.1
}